# 1
C3H7NOS | the ωB97M-V functional and the def2-TZVPD basis

```
! wB97M-V def2-TZVPD RIJCOSX def2/J DEFGRID3
* xyz 0 1
C 0.206 -0.232 -0.362
C 1.113 0.901 0.143
S 2.870 0.583 -0.237
C -1.270 0.083 -0.016
N -2.224 -0.870 -0.342
O -1.473 0.853 0.900
H 0.423 -1.147 0.206
H 0.502 -0.513 -1.373
H 0.913 1.095 1.191
H 0.923 1.839 -0.381
H 3.182 -0.176 0.809
H -3.150 -0.574 -0.078
H -2.014 -1.840 -0.459
*
```

Properties
Highest occupied orbital energy ... -9.103 eV
Max |F| ... 0.066 Eh/bohr
Kohn-Sham gap ... 9.8252 eV
LUMO energy ... 0.7 eV
Energy relative to the best compared isomer or geometry (same formula, charge and spin) ... 14.35 kcal/mol
Energy ... -646.6891 hartree

---

# 2
C3H7NOS | the ωB97M-V functional and the def2-TZVPD basis

```
! wB97M-V def2-TZVPD RIJCOSX def2/J DEFGRID3
* xyz 0 1
C 1.672 0.399 0.672
C 0.615 -0.593 0.181
C -0.751 -0.005 0.368
H 1.515 0.674 1.730
H 1.615 1.298 0.008
H 2.699 0.017 0.507
H 0.695 -1.579 0.727
H 0.041 -0.877 -1.481
H -1.007 0.486 1.319
H -3.452 0.399 -1.754
N -1.493 0.027 -0.687
O 0.933 -0.962 -1.104
S -3.084 0.717 -0.485
*
```

Properties
Highest occupied orbital energy ... -9.249 eV
Max |F| ... 0.059 Eh/bohr
Kohn-Sham gap ... 9.9902 eV
LUMO energy ... 0.7 eV
Energy relative to the best compared isomer or geometry (same formula, charge and spin) ... 42.76 kcal/mol
Energy ... -646.6438 hartree

---

# 3
C3H7NOS | the ωB97M-V functional and the def2-TZVPD basis

```
! wB97M-V def2-TZVPD RIJCOSX def2/J DEFGRID3
* xyz 0 1
O -1.586 2.015 -0.519
C -0.671 1.600 0.200
C -0.431 -0.056 0.297
C 0.235 -0.291 -1.094
S 1.215 -1.827 -1.227
N 0.473 -0.323 1.367
H -0.256 2.192 1.093
H -1.302 -0.672 0.466
H 0.923 0.518 -1.389
H -0.483 -0.342 -1.929
H 0.383 -2.798 -0.791
H 1.445 0.008 1.223
H 0.054 -0.024 2.303
*
```

Properties
Highest occupied orbital energy ... -9.035 eV
Max |F| ... 0.093 Eh/bohr
Kohn-Sham gap ... 9.4795 eV
LUMO energy ... 0.4 eV
Energy relative to the best compared isomer or geometry (same formula, charge and spin) ... 48.77 kcal/mol
Energy ... -646.6343 hartree

---

# 4
C3H7NOS | the ωB97M-V functional and the def2-TZVPD basis

```
! wB97M-V def2-TZVPD RIJCOSX def2/J DEFGRID3
* xyz 0 1
C 2.731 -0.072 0.061
C 0.318 0.267 0.042
C -2.413 0.484 0.135
H 3.412 -0.904 0.106
H 2.804 0.346 -0.981
H 2.977 0.718 0.773
H 1.220 -1.477 -0.075
H -3.353 -0.062 -0.007
H -2.229 1.242 -0.508
H -2.265 0.890 1.120
N 1.367 -0.533 0.117
O 0.340 1.480 -0.150
S -1.167 -0.808 -0.092
*
```

Properties
Highest occupied orbital energy ... -9.006 eV
Max |F| ... 0.063 Eh/bohr
Kohn-Sham gap ... 9.6965 eV
LUMO energy ... 0.7 eV
Energy relative to the best compared isomer or geometry (same formula, charge and spin) ... 14.83 kcal/mol
Energy ... -646.6883 hartree

---

# 5
C3H7NOS | the ωB97M-V functional and the def2-TZVPD basis

```
! wB97M-V def2-TZVPD RIJCOSX def2/J DEFGRID3
* xyz 1 2
C -0.038 -0.451 0.150
C 0.407 0.707 -0.804
S 1.785 0.219 -1.785
C -1.252 -0.273 0.930
N -0.962 -0.532 2.396
O -2.351 0.209 0.802
H 0.775 -0.930 0.687
H -0.101 -1.434 -0.404
H 1.179 1.100 -0.197
H -0.195 1.248 -1.577
H 2.867 -0.068 -1.025
H -2.005 -0.659 2.353
H -0.123 -0.946 2.829
*
```

Properties
Highest occupied orbital energy (alpha / beta) ... -13.740 / -13.678 eV
Max |F| ... 0.116 Eh/bohr
Kohn-Sham gap (alpha / beta) ... 9.4801 / 4.3913 eV
LUMO energy (alpha / beta) ... -4.3 / -9.3 eV
Energy relative to the best compared isomer or geometry (same formula, charge and spin) ... 85.36 kcal/mol
Energy ... -646.2332 hartree
⟨S²⟩ ... 0.75

---

# 6
C3H7NOS2 | the ωB97M-V functional and the def2-TZVPD basis

```
! wB97M-V def2-TZVPD RIJCOSX def2/J DEFGRID3
* xyz -1 2
S 2.270 0.030 2.433
S 2.455 -0.508 0.499
C 0.794 -0.975 -0.002
C -0.060 0.258 -0.139
C -1.177 0.133 -1.131
N -2.207 1.072 -1.024
O -1.200 -0.553 -2.133
H 3.287 -0.691 2.965
H 1.054 -1.651 -0.935
H 0.240 -1.439 0.846
H 0.428 1.172 -0.372
H -0.341 0.697 0.839
H -2.666 1.137 -0.132
H -2.877 1.316 -1.715
*
```

Properties
Highest occupied orbital energy (alpha / beta) ... 0.598 / -4.646 eV
Max |F| ... 0.053 Eh/bohr
Kohn-Sham gap (alpha / beta) ... 2.4359 / 7.6750 eV
LUMO energy (alpha / beta) ... 3.0 / 3.0 eV
Energy relative to the best compared isomer or geometry (same formula, charge and spin) ... 26.12 kcal/mol
Energy ... -1044.8319 hartree
⟨S²⟩ ... 0.75

---

# 7
C3H7NOS2 | the ωB97M-V functional and the def2-TZVPD basis

```
! wB97M-V def2-TZVPD RIJCOSX def2/J DEFGRID3
* xyz 0 1
C -1.055 0.204 1.684
C 0.995 1.083 -0.343
C -0.029 0.032 -0.781
N -0.031 0.099 2.276
O -1.962 0.472 1.047
S 0.455 -1.575 -0.644
S 1.150 -3.597 0.849
H 1.962 0.534 -0.657
H 1.119 1.154 0.714
H 0.794 2.018 -0.918
H -1.029 0.219 -1.192
H 0.054 -0.363 3.166
H -0.810 -2.285 -0.634
H 1.512 -2.666 1.680
*
```

Properties
Highest occupied orbital energy (alpha / beta) ... -8.205 / -7.353 eV
Max |F| ... 0.066 Eh/bohr
Kohn-Sham gap (alpha / beta) ... 8.0142 / 6.0038 eV
LUMO energy (alpha / beta) ... -0.2 / -1.3 eV
Energy relative to the best compared isomer or geometry (same formula, charge and spin) ... 100.28 kcal/mol
Energy ... -1044.7426 hartree

---

# 8
C3H7NOS2 | the ωB97M-V functional and the def2-TZVPD basis

```
! wB97M-V def2-TZVPD RIJCOSX def2/J DEFGRID3
* xyz 0 1
C -1.193 2.518 0.588
C 0.418 0.171 -0.185
C 1.774 -2.260 0.140
H -1.177 2.607 1.824
H -0.984 3.626 0.106
H -2.068 1.748 0.192
H 2.829 -2.901 -0.193
H 1.163 -2.835 0.764
H 1.017 -2.072 -0.826
H -1.961 -1.152 -1.301
N -0.468 -0.737 -0.583
O -1.667 -0.164 -0.883
S 0.334 1.854 -0.175
S 1.981 -0.404 0.532
*
```

Properties
Highest occupied orbital energy ... -8.496 eV
Max |F| ... 0.116 Eh/bohr
Kohn-Sham gap ... 8.9488 eV
LUMO energy ... 0.5 eV
Energy relative to the best compared isomer or geometry (same formula, charge and spin) ... 133.94 kcal/mol
Energy ... -1044.6889 hartree